A structure of composition C31H25BrCuN6O4S2, computed with ωB97M-V/def2-TZVPD.

CARTESIAN COORDINATES (ANGSTROEM)
Cu: 0.130 0.006 -0.178
O: -0.402 -2.100 4.680
C: -1.578 -1.498 4.458
C: -2.532 -1.532 5.475
C: -3.767 -0.941 5.305
C: -4.078 -0.290 4.114
C: -3.137 -0.243 3.107
C: -1.882 -0.839 3.253
C: -0.930 -0.761 2.125
O: -1.225 -0.003 1.126
N: 0.167 -1.476 2.211
N: 0.946 -1.423 1.076
C: 2.077 -2.021 1.141
S: 3.115 -2.292 -0.236
C: 4.253 -3.425 0.640
C: 4.305 -3.013 2.092
S: 2.597 -2.760 2.654
H: 0.119 -2.051 3.843
H: -2.279 -2.046 6.393
H: -4.499 -0.994 6.102
H: -5.049 0.169 3.979
H: -3.352 0.253 2.171
H: 5.223 -3.319 0.157
H: 3.891 -4.445 0.525
H: 4.848 -2.078 2.226
H: 4.744 -3.785 2.723
C: -0.423 6.899 0.577
O: -1.094 7.250 -0.614
C: -0.716 6.625 -1.757
C: 0.391 5.792 -1.863
C: 0.651 5.143 -3.059
C: -0.172 5.332 -4.168
C: -1.222 6.250 -4.077
C: -1.504 6.873 -2.881
N: 0.074 4.748 -5.433
N: 0.542 3.606 -5.560
C: 0.711 2.705 -4.496
C: 1.892 1.984 -4.458
C: 2.198 1.087 -3.439
C: 1.283 0.817 -2.426
O: 1.515 0.008 -1.434
C: 0.009 1.465 -2.520
N: -0.900 1.100 -1.582
C: -2.109 1.608 -1.598
C: -2.507 2.526 -2.580
C: -1.609 2.915 -3.540
C: -0.293 2.407 -3.532
H: -0.984 7.360 1.386
H: 0.603 7.279 0.592
H: -0.404 5.814 0.719
H: 1.061 5.645 -1.026
H: 1.519 4.504 -3.144
H: -1.823 6.442 -4.956
H: -2.327 7.568 -2.784
H: 2.624 2.180 -5.233
H: 3.156 0.583 -3.411
H: -2.788 1.267 -0.826
H: -3.517 2.909 -2.578
H: -1.923 3.599 -4.316
Br: 3.610 1.576 0.830
C: 2.098 2.623 1.230
C: 2.293 3.828 1.894
C: 1.177 4.587 2.196
C: -0.074 4.122 1.819
C: -0.152 2.917 1.147
N: 0.916 2.169 0.856
H: 3.291 4.142 2.161
H: 1.286 5.526 2.723
H: -0.975 4.674 2.050
H: -1.104 2.506 0.833

Properties
- charge = 0
- LUMO level (alpha / beta) (eV) = -0.267 / -0.284
- highest occupied orbital energy (alpha / beta) (eV) = -7.33 / -7.31
- HOMO-LUMO gap (alpha / beta) (eV) = 7.07 / 7.02
- 2S+1 = 2
- expectation value of S² = 0.753

Atom charges from the Mulliken analysis, given in e for atoms 1 to 5: -0.490 -0.706 0.414 -0.717 -0.315

***

A structure of composition C31H25BrF4N2OPS4V, computed with ωB97M-V/def2-TZVPD.

CARTESIAN COORDINATES (ANGSTROEM)
V: -1.131 -0.684 -0.220
C: 0.116 0.477 5.766
C: 1.133 1.046 4.783
N: 1.348 0.179 3.632
C: 2.568 -0.600 3.563
C: 2.398 -2.032 4.067
C: 0.433 0.117 2.671
S: 0.746 -0.899 1.314
N: -0.655 0.886 2.840
C: -1.683 0.908 2.038
O: -1.727 0.176 0.987
C: -2.810 1.789 2.297
C: -3.841 1.816 1.350
C: -4.906 2.672 1.524
C: -4.960 3.490 2.644
C: -3.951 3.445 3.597
C: -2.869 2.603 3.430
H: -0.064 1.201 6.555
H: 0.484 -0.439 6.219
H: -0.824 0.272 5.263
H: 2.093 1.173 5.284
H: 0.791 2.018 4.420
H: 3.322 -0.090 4.165
H: 2.905 -0.620 2.521
H: 1.990 -2.047 5.074
H: 3.372 -2.513 4.082
H: 1.742 -2.602 3.414
H: -3.793 1.163 0.486
H: -5.697 2.705 0.793
H: -5.793 4.165 2.775
H: -4.019 4.076 4.470
H: -2.071 2.558 4.154
F: -1.239 3.020 -6.544
C: -0.858 2.243 -5.542
C: 0.021 1.185 -5.774
F: 0.510 0.981 -6.990
C: 0.400 0.359 -4.719
F: 1.272 -0.622 -4.953
C: -0.068 0.569 -3.423
P: 0.357 -0.595 -2.070
C: 0.511 -2.205 -2.918
C: -0.679 -2.784 -3.372
C: -0.677 -4.057 -3.909
C: 0.509 -4.768 -3.997
C: 1.698 -4.172 -3.610
C: 1.712 -2.893 -3.082
C: 1.983 0.045 -1.558
C: 2.256 1.412 -1.627
C: 3.391 1.923 -1.022
C: 4.276 1.081 -0.372
C: 4.019 -0.279 -0.315
C: 2.862 -0.793 -0.871
C: -0.877 1.684 -3.194
Br: -1.304 2.190 -1.420
C: -1.290 2.502 -4.239
F: -2.076 3.544 -3.997
H: -1.608 -2.226 -3.325
H: -1.602 -4.494 -4.249
H: 0.510 -5.774 -4.386
H: 2.631 -4.704 -3.717
H: 2.656 -2.431 -2.839
H: 1.587 2.087 -2.142
H: 3.573 2.986 -1.047
H: 5.157 1.488 0.100
H: 4.712 -0.937 0.185
H: 2.626 -1.841 -0.750
S: -3.964 -3.783 -1.621
C: -2.980 -2.586 -1.089
S: -1.688 -2.818 0.060
S: -2.967 -0.949 -1.618

Properties
- charge = +1
- LUMO level (alpha / beta) (eV) = -4.450 / -4.182
- highest occupied orbital energy (alpha / beta) (eV) = -10.87 / -10.87
- HOMO-LUMO gap (alpha / beta) (eV) = 6.42 / 6.68
- 2S+1 = 2
- expectation value of S² = 0.770
- relative energy (zero: lowest compared OMol25 entry of this formula, charge and spin) (kcal/mol) = 30.1

Atom charges from the Mulliken analysis, given in e for atoms 1 to 5: -0.171 -1.115 -0.568 0.146 -0.625

***

A structure of composition C31H25CdCl2N5, computed with ωB97M-V/def2-TZVPD.

CARTESIAN COORDINATES (ANGSTROEM)
Cd: 0.794 0.501 -0.903
C: -0.145 4.606 0.957
C: 0.004 3.534 0.070
N: 0.678 2.446 0.367
C: 1.293 2.340 1.557
C: 1.259 3.413 2.496
C: 0.495 4.549 2.166
C: 1.980 3.320 3.696
C: 2.780 2.227 3.902
C: 2.807 1.160 3.008
C: 1.987 1.107 1.876
N: 1.715 0.049 1.071
C: 1.796 -1.270 1.383
C: 2.542 -1.885 2.394
C: 2.384 -3.225 2.730
C: 1.500 -4.038 2.073
C: 0.787 -3.518 0.982
C: -0.116 -4.301 0.231
C: -0.763 -3.753 -0.844
C: -0.470 -2.430 -1.197
N: 0.342 -1.671 -0.497
C: 0.959 -2.157 0.596
H: -0.745 5.459 0.685
H: -0.444 3.567 -0.915
H: 0.441 5.373 2.865
H: 1.911 4.113 4.426
H: 3.403 2.177 4.785
H: 3.501 0.371 3.230
H: 3.276 -1.340 2.956
H: 2.974 -3.627 3.540
H: 1.341 -5.063 2.371
H: -0.272 -5.337 0.505
H: -1.470 -4.327 -1.423
H: -0.909 -1.980 -2.082
C: -2.546 1.435 -0.510
N: -1.412 1.026 -1.315
C: -1.645 0.727 -2.547
C: -0.621 0.372 -3.448
C: -0.732 0.010 -4.801
C: 0.556 -0.210 -5.252
C: 1.396 0.028 -4.163
N: 0.704 0.373 -3.073
C: -3.420 0.266 -0.143
C: -4.752 0.211 -0.527
C: -5.545 -0.853 -0.133
C: -4.998 -1.883 0.612
C: -3.658 -1.851 0.966
C: -2.875 -0.772 0.603
H: -3.135 2.191 -1.048
H: -2.161 1.888 0.409
H: -2.670 0.755 -2.936
H: -1.646 -0.070 -5.361
H: 0.853 -0.517 -6.238
H: 2.473 -0.028 -4.156
H: -5.180 1.013 -1.114
H: -6.590 -0.877 -0.407
H: -5.621 -2.705 0.931
H: -3.231 -2.660 1.543
H: -1.833 -0.715 0.894
Cl: 3.263 1.913 -1.350
C: 4.297 0.495 -1.598
Cl: 3.318 -0.973 -1.486
H: 5.054 0.470 -0.817
H: 4.742 0.555 -2.589

Properties
- charge = 0
- LUMO level (eV) = 0.085
- highest occupied orbital energy (eV) = -6.67
- HOMO-LUMO gap (eV) = 6.76
- relative energy (zero: lowest compared OMol25 entry of this formula, charge and spin) (kcal/mol) = 0.0

Atom charges from the Mulliken analysis, given in e for atoms 1 to 5: 1.089 -0.916 -0.480 0.469 -0.130

***

A structure of composition C31H25ClHfP, computed with ωB97M-V/def2-TZVPD.

CARTESIAN COORDINATES (ANGSTROEM)
C: 1.975 -1.945 -0.354
C: 1.625 -0.567 -0.297
C: 1.504 -0.196 1.090
H: 1.591 0.135 -1.128
C: 1.794 -1.377 1.885
C: 1.983 -2.489 0.976
H: 2.262 -3.501 1.256
H: 2.213 -2.487 -1.268
H: 1.426 0.823 1.448
H: 1.914 -1.393 2.964
Hf: -0.226 -1.711 0.774
Cl: -1.852 -1.341 2.375
P: -0.799 3.111 -0.459
C: -0.147 3.848 1.022
C: 0.593 5.051 1.038
H: 0.826 5.561 0.103
C: 1.003 5.576 2.264
H: 1.562 6.514 2.289
C: 0.707 4.906 3.459
H: 1.009 5.339 4.418
C: 0.035 3.673 3.435
H: -0.165 3.132 4.359
C: -0.378 3.128 2.225
H: -0.884 2.159 2.184
C: 0.135 3.437 -1.940
C: 1.553 3.398 -1.869
H: 2.043 3.164 -0.919
C: 2.305 3.675 -3.004
H: 3.395 3.684 -2.938
C: 1.667 3.948 -4.225
H: 2.262 4.198 -5.106
C: 0.268 3.878 -4.320
H: -0.222 4.040 -5.285
C: -0.503 3.608 -3.194
H: -1.592 3.543 -3.260
C: -2.561 3.296 -0.605
C: -3.244 4.467 -0.216
H: -2.691 5.304 0.210
C: -4.626 4.532 -0.398
H: -5.166 5.442 -0.125
C: -5.326 3.436 -0.925
H: -6.406 3.508 -1.085
C: -4.649 2.243 -1.230
H: -5.200 1.379 -1.604
C: -3.275 2.157 -1.057
H: -2.733 1.228 -1.252
C: -0.980 -2.000 -1.140
C: -1.010 -3.231 -0.883
C: -1.177 -4.636 -0.804
C: -1.679 -5.389 -1.876
C: -1.767 -6.774 -1.759
C: -1.358 -7.415 -0.579
C: -0.886 -6.661 0.504
C: -0.804 -5.276 0.407
H: -1.991 -4.870 -2.788
H: -2.157 -7.361 -2.590
H: -1.413 -8.500 -0.500
H: -0.582 -7.142 1.432
H: -0.450 -4.682 1.262

Properties
- charge = +1
- LUMO level (eV) = -5.076
- highest occupied orbital energy (eV) = -9.26
- HOMO-LUMO gap (eV) = 4.18

Atom charges from the Mulliken analysis, given in e for atoms 1 to 5: -0.386 -0.245 -0.347 0.503 -0.529

***

A structure of composition C31H25ClN3NaO6S, computed with ωB97M-V/def2-TZVPD.

CARTESIAN COORDINATES (ANGSTROEM)
Na: 0.974 -0.030 -0.249
C: -2.602 -0.427 2.874
O: -1.928 0.491 3.720
C: -1.664 1.698 3.079
C: -2.325 2.818 3.513
C: -2.055 4.073 2.957
C: -1.098 4.142 1.962
C: -0.413 3.021 1.478
C: 0.587 3.277 0.449
N: 1.292 2.400 -0.156
N: 2.216 2.931 -1.054
C: 2.639 1.983 -1.876
O: 2.230 0.805 -1.995
C: 3.784 2.423 -2.772
C: 4.436 1.464 -3.538
C: 5.498 1.814 -4.362
C: 5.914 3.135 -4.440
C: 5.262 4.102 -3.683
C: 4.209 3.749 -2.854
C: -0.700 1.707 2.002
O: -0.197 0.627 1.583
H: -2.634 -1.388 3.391
H: -2.056 -0.545 1.937
H: -3.625 -0.083 2.671
H: -3.047 2.695 4.316
H: -2.573 4.960 3.301
H: -0.852 5.105 1.522
H: 0.739 4.333 0.186
H: 4.079 0.444 -3.460
H: 5.999 1.050 -4.946
H: 6.741 3.411 -5.086
H: 5.579 5.139 -3.737
H: 3.694 4.481 -2.246
S: -3.912 -0.432 -0.954
C: -2.186 -0.643 -0.854
N: -1.468 0.368 -1.171
C: -2.267 1.435 -1.541
C: -1.781 2.687 -1.926
C: -2.690 3.670 -2.251
C: -4.071 3.426 -2.196
C: -4.563 2.195 -1.815
C: -3.646 1.197 -1.486
H: -1.738 -1.578 -0.542
H: -0.712 2.858 -1.939
H: -2.334 4.651 -2.538
H: -4.763 4.221 -2.447
H: -5.628 2.010 -1.761
C: 1.529 -6.339 2.947
C: 0.253 -5.733 2.446
C: -0.925 -5.822 3.168
C: -2.083 -5.229 2.693
Cl: -3.558 -5.363 3.627
C: -2.084 -4.525 1.506
C: -0.913 -4.426 0.766
C: 0.248 -5.038 1.226
O: 1.428 -5.039 0.566
C: 1.536 -4.298 -0.660
C: 1.402 -2.759 -0.480
O: 2.290 -2.199 0.177
O: 0.407 -2.219 -1.024
H: 1.365 -6.841 3.902
H: 2.297 -5.575 3.075
H: 1.930 -7.062 2.233
H: -0.939 -6.349 4.115
H: -2.990 -4.040 1.166
H: -0.886 -3.826 -0.134
H: 0.804 -4.677 -1.378
H: 2.545 -4.514 -1.005

Properties
- charge = -2
- LUMO level (eV) = 3.947
- highest occupied orbital energy (eV) = -1.04
- HOMO-LUMO gap (eV) = 4.99

Atom charges from the Mulliken analysis, given in e for atoms 1 to 5: 0.975 -0.213 -0.531 0.245 -0.374

***

A structure of composition C31H25IN5ORe, computed with ωB97M-V/def2-TZVPD.

CARTESIAN COORDINATES (ANGSTROEM)
Re: 0.080 -0.101 -0.456
C: -3.225 1.153 -3.100
C: -2.394 0.389 -2.278
N: -1.307 0.893 -1.705
C: -1.017 2.206 -1.916
C: -1.777 3.040 -2.740
C: -2.921 2.472 -3.341
C: -1.365 4.400 -2.909
C: -0.275 4.884 -2.265
C: 0.484 4.060 -1.375
C: 1.590 4.510 -0.627
C: 2.234 3.641 0.229
C: 1.795 2.325 0.338
N: 0.751 1.873 -0.360
C: 0.098 2.725 -1.207
H: -4.106 0.698 -3.530
H: -2.628 -0.651 -2.083
H: -3.557 3.081 -3.972
H: -1.950 5.034 -3.563
H: 0.036 5.913 -2.397
H: 1.928 5.534 -0.731
H: 3.075 3.964 0.826
H: 2.294 1.630 1.002
C: -2.589 -4.482 0.807
C: -1.728 -3.973 -0.179
C: -1.376 -2.645 -0.152
C: -1.850 -1.784 0.859
C: -1.443 -0.423 0.903
C: -2.033 0.431 1.822
C: -2.951 -0.054 2.759
C: -3.279 -1.393 2.786
C: -2.742 -2.290 1.831
C: -3.087 -3.660 1.789
H: -2.875 -5.524 0.775
H: -1.371 -4.623 -0.967
H: -0.755 -2.240 -0.978
H: -1.776 1.486 1.834
H: -3.396 0.627 3.472
H: -3.971 -1.774 3.527
H: -3.759 -4.054 2.542
N: 2.158 -1.248 -4.278
C: 2.247 -0.619 -3.121
O: 1.287 -0.596 -2.314
C: 3.553 0.056 -2.816
I: 4.744 -1.351 -1.690
H: 1.330 -1.771 -4.524
H: 2.911 -1.245 -4.949
H: 3.421 0.930 -2.188
H: 4.112 0.309 -3.711
N: 2.359 -2.914 1.699
C: 1.928 -2.328 0.592
N: 1.372 -1.141 0.845
C: 1.475 -0.950 2.234
C: 1.088 0.110 3.050
C: 1.329 -0.013 4.405
C: 1.939 -1.154 4.940
C: 2.341 -2.206 4.139
C: 2.103 -2.075 2.779
H: 2.826 -3.808 1.746
H: 2.032 -2.764 -0.389
H: 0.617 0.992 2.639
H: 1.049 0.786 5.078
H: 2.100 -1.212 6.008
H: 2.818 -3.084 4.555

Properties
- charge = +3
- LUMO level (alpha / beta) (eV) = -9.491 / -10.509
- highest occupied orbital energy (alpha / beta) (eV) = -15.95 / -16.15
- HOMO-LUMO gap (alpha / beta) (eV) = 6.46 / 5.64
- 2S+1 = 4
- expectation value of S² = 3.802

Atom charges from the Mulliken analysis, given in e for atoms 1 to 5: 0.365 -0.980 -0.020 0.444 0.093

***

A structure of composition C31H25N7O2S3Ti, computed with ωB97M-V/def2-TZVPD.

CARTESIAN COORDINATES (ANGSTROEM)
Ti: 0.279 0.287 -0.517
S: 0.146 -0.106 -2.922
C: -0.069 1.597 -3.134
S: -0.178 2.450 -1.647
C: -0.135 2.175 -4.381
C: -0.020 1.373 -5.545
N: 0.076 0.701 -6.476
C: -0.314 3.573 -4.532
N: -0.471 4.708 -4.654
C: -1.706 1.993 2.104
C: -0.466 2.775 1.787
C: -0.407 4.113 2.239
C: 0.733 4.833 2.070
C: 1.841 4.233 1.434
C: 3.072 4.899 1.288
C: 4.104 4.296 0.625
C: 3.934 3.021 0.073
C: 2.745 2.335 0.207
S: 2.608 0.742 -0.482
C: 1.672 2.919 0.928
N: 0.524 2.206 1.127
H: -1.776 1.845 3.184
H: -1.690 1.031 1.607
H: -2.584 2.559 1.794
H: -1.275 4.536 2.727
H: 0.812 5.858 2.409
H: 3.178 5.888 1.717
H: 5.054 4.802 0.513
H: 4.735 2.555 -0.483
O: -0.040 -0.477 1.043
C: 0.572 -1.130 2.006
C: 0.209 -0.926 3.344
C: 0.807 -1.637 4.362
C: 1.809 -2.559 4.082
C: 2.198 -2.758 2.774
C: 1.589 -2.064 1.726
C: 1.937 -2.311 0.340
N: 1.347 -1.780 -0.728
C: 1.980 -2.310 -1.827
C: 2.957 -3.161 -1.425
N: 2.916 -3.157 -0.054
H: -0.557 -0.192 3.552
H: 0.490 -1.479 5.385
H: 2.281 -3.116 4.880
H: 2.980 -3.479 2.569
H: 1.697 -2.049 -2.830
H: 3.655 -3.755 -1.984
H: 3.544 -3.649 0.555
C: -4.074 1.087 0.053
C: -3.152 0.184 -0.724
O: -1.926 0.321 -0.643
N: -3.783 -0.683 -1.530
C: -3.126 -1.664 -2.367
C: -2.436 -2.765 -1.584
C: -1.865 -3.830 -2.277
C: -1.295 -4.862 -1.555
C: -1.309 -4.796 -0.169
C: -1.896 -3.693 0.427
N: -2.450 -2.696 -0.258
H: -3.759 2.117 -0.108
H: -3.995 0.866 1.116
H: -5.109 0.976 -0.262
H: -4.781 -0.752 -1.457
H: -2.390 -1.160 -2.998
H: -3.879 -2.115 -3.012
H: -1.874 -3.835 -3.360
H: -0.863 -5.712 -2.066
H: -0.885 -5.588 0.433
H: -1.947 -3.605 1.507

Properties
- charge = 0
- LUMO level (eV) = -0.317
- highest occupied orbital energy (eV) = -7.32
- HOMO-LUMO gap (eV) = 7.00

Atom charges from the Mulliken analysis, given in e for atoms 1 to 5: 0.061 -0.720 1.217 -0.637 0.730